1.
# C36H33AlCl5N3O3STe

C36H33AlCl5N3O3STe as an isolated structure (ωB97M-V/def2-TZVPD, the Open Molecules 2025 dataset).

```
! wB97M-V def2-TZVPD RIJCOSX def2/J DEFGRID3
* xyz -2 1
Al -0.67 0.07 0.51
Cl -4.72 3.62 5.74
C -3.76 2.98 4.45
C -2.62 3.65 4.02
Cl -2.14 5.11 4.81
C -1.86 3.15 2.97
Cl -0.42 3.95 2.48
C -2.21 1.96 2.28
O -1.51 1.55 1.29
C -3.36 1.30 2.76
Cl -3.81 -0.16 1.98
C -4.12 1.80 3.81
Cl -5.54 0.95 4.32
C 2.05 2.17 -6.82
C 1.96 1.65 -5.41
C 0.77 1.74 -4.69
C 0.68 1.24 -3.40
C 1.79 0.63 -2.83
C 2.99 0.55 -3.52
C 3.07 1.05 -4.81
S 1.65 -0.04 -1.19
O 0.68 -1.12 -1.20
O 3.00 -0.35 -0.79
N 0.87 1.08 -0.36
C 1.34 2.39 -0.35
C 2.69 2.69 -0.13
C 3.10 4.01 -0.18
C 2.16 5.00 -0.44
C 0.84 4.60 -0.64
N 0.44 3.34 -0.61
H 1.15 2.73 -7.09
H 2.15 1.35 -7.54
H 2.91 2.83 -6.94
H -0.10 2.20 -5.14
H -0.24 1.32 -2.83
H 3.84 0.09 -3.04
H 4.00 0.98 -5.36
H 3.38 1.89 0.11
H 4.14 4.26 -0.01
H 2.43 6.04 -0.49
H 0.07 5.34 -0.83
Te -2.60 0.29 -1.39
C -2.23 -1.17 -2.88
C -2.51 -0.88 -4.22
C -2.27 -1.81 -5.22
C -1.73 -3.05 -4.90
C -1.45 -3.35 -3.58
C -1.71 -2.42 -2.58
H -2.92 0.10 -4.47
H -2.48 -1.55 -6.25
H -1.52 -3.77 -5.68
H -1.02 -4.30 -3.31
H -1.48 -2.67 -1.55
C -0.30 -4.13 0.20
C -1.17 -3.97 1.46
C -2.51 -3.33 1.14
C -0.34 -3.36 2.58
C 0.08 -4.26 3.54
C 0.92 -3.92 4.59
C 1.35 -2.60 4.65
C 0.97 -1.65 3.73
C 1.53 -0.25 3.93
C 2.48 0.19 2.81
C 0.45 0.80 4.18
C 0.09 -1.97 2.61
N -0.26 -1.07 1.71
H -0.86 -4.62 -0.60
H 0.58 -4.73 0.43
H 0.04 -3.15 -0.15
H -1.41 -4.99 1.80
H -2.40 -2.35 0.70
H -3.11 -3.22 2.05
H -3.07 -3.96 0.44
H -0.27 -5.29 3.46
H 1.24 -4.65 5.33
H 2.01 -2.29 5.45
H 2.14 -0.31 4.85
H 1.94 0.24 1.86
H 3.30 -0.52 2.69
H 2.90 1.18 3.02
H -0.10 0.97 3.26
H 0.90 1.75 4.51
H -0.25 0.46 4.94
*
```

Computed properties:
E_tot: -135823.885 eV
Energy relative to the best compared isomer or geometry (same formula, charge and spin): 0.00 kcal per mole
Maximum force: 0.6 eV Å⁻¹
Kohn-Sham gap: 0.1655 hartree



2.
# C36H58B2N2O28P2

A 8-piece molecular cluster, C36H58B2N2O28P2 overall in a non-equilibrium geometry (ωB97M-V/def2-TZVPD, the Open Molecules 2025 dataset).

```
! wB97M-V def2-TZVPD RIJCOSX def2/J DEFGRID3
* xyz 0 1
C -4.06 0.21 6.86
C -3.89 1.40 5.73
O -4.96 1.43 4.72
P -4.48 0.49 3.28
O -4.10 -0.96 3.86
C -2.88 1.21 2.52
C -3.04 1.85 1.03
C -2.43 0.91 -0.20
C -2.51 -0.72 0.16
N -2.61 -1.88 0.76
P -3.65 1.16 -1.65
C -5.26 0.12 -1.43
C -5.14 -1.44 -1.92
C -2.96 0.62 -3.34
C -4.12 0.88 -4.51
C -0.86 1.24 -0.54
C 0.04 1.51 0.85
N 0.74 1.63 1.96
B -0.05 -0.03 -1.28
O 0.62 -1.12 -0.52
O 0.11 -0.12 -2.77
B -0.62 2.62 -1.44
O 0.70 2.79 -2.13
O -1.58 3.73 -1.59
C -1.33 4.27 -2.96
O -5.87 0.50 2.23
C -6.81 -0.59 2.55
C -6.42 -2.04 1.89
H -2.98 0.06 7.33
H -4.79 0.61 7.70
H -4.52 -0.78 6.45
H -2.80 1.38 5.31
H -3.99 2.42 6.34
H -2.56 2.11 3.24
H -1.98 0.43 2.63
H -4.18 2.12 0.88
H -2.45 2.86 0.98
H -6.12 0.62 -2.10
H -5.67 0.11 -0.34
H -6.23 -1.90 -2.06
H -4.65 -2.07 -1.04
H -4.60 -1.60 -2.95
H -2.01 1.20 -3.71
H -2.70 -0.54 -3.42
H -4.10 0.02 -5.33
H -3.80 1.90 -5.03
H -5.19 1.06 -4.07
H 0.22 -1.23 0.39
H -0.32 -0.96 -3.11
H 1.31 3.31 -1.50
H -0.39 5.00 -2.99
H -2.29 4.90 -3.29
H -1.24 3.40 -3.77
H -6.93 -0.78 3.72
H -7.88 -0.30 2.10
H -6.07 -1.99 0.76
H -5.57 -2.62 2.48
H -7.37 -2.76 1.94
C 4.09 -0.90 1.77
C 3.80 -1.56 0.46
O 4.30 -2.87 0.64
C 4.31 -3.11 1.98
O 4.52 -4.20 2.49
O 4.05 -1.98 2.69
H 3.34 -0.14 2.03
H 5.08 -0.45 1.80
H 2.73 -1.62 0.25
H 4.30 -1.06 -0.37
C -6.18 3.23 -7.33
C -6.47 2.57 -8.64
O -5.97 1.26 -8.46
C -5.96 1.02 -7.12
O -5.75 -0.07 -6.61
O -6.22 2.16 -6.41
H -6.93 3.99 -7.07
H -5.19 3.69 -7.30
H -7.54 2.51 -8.85
H -5.97 3.07 -9.47
C 8.45 -2.24 0.73
C 9.41 -1.54 -0.17
O 8.61 -0.56 -0.80
C 7.55 -0.32 0.02
O 6.75 0.59 -0.13
O 7.50 -1.23 1.04
H 8.92 -2.61 1.64
H 7.93 -3.07 0.24
H 10.21 -1.04 0.38
H 9.85 -2.22 -0.91
C -8.60 -1.33 -5.49
C -9.34 -2.39 -6.24
O -10.68 -2.22 -5.80
C -10.80 -0.93 -5.37
O -11.85 -0.40 -5.09
O -9.58 -0.32 -5.30
H -7.75 -0.95 -6.06
H -8.25 -1.68 -4.51
H -9.30 -2.24 -7.32
H -8.98 -3.40 -6.01
C 5.71 -5.98 5.58
C 5.43 -6.64 4.27
O 5.93 -7.95 4.45
C 5.94 -8.19 5.79
O 6.15 -9.28 6.29
O 5.67 -7.05 6.50
H 4.97 -5.22 5.84
H 6.71 -5.52 5.61
H 4.35 -6.70 4.06
H 5.93 -6.14 3.43
C 3.27 3.95 2.84
C 4.49 3.81 2.00
O 4.66 5.11 1.45
C 4.03 5.97 2.30
O 4.12 7.19 2.22
O 3.29 5.31 3.23
H 3.29 3.29 3.71
H 2.35 3.76 2.27
H 5.38 3.56 2.59
H 4.38 3.07 1.20
C 11.99 2.09 2.21
C 13.38 1.56 2.09
O 13.32 0.33 2.79
C 12.02 -0.07 2.79
O 11.63 -1.17 3.15
O 11.20 0.91 2.32
H 11.69 2.68 1.35
H 11.85 2.69 3.12
H 13.66 1.36 1.05
H 14.12 2.22 2.54
*
```

Computed properties:
E_tot: -118507.577 eV
Energy relative to the best compared isomer or geometry (same formula, charge and spin): 144.03 kcal per mole
Maximum force: 12.4 eV Å⁻¹
Kohn-Sham gap: 0.3081 hartree



3.
# C19H16N6O2

An isolated molecule of C19H16N6O2 in a non-equilibrium geometry (ωB97M-V/def2-TZVPD, the Open Molecules 2025 dataset).

```
! wB97M-V def2-TZVPD RIJCOSX def2/J DEFGRID3
* xyz 0 1
O -1.18 0.24 4.10
O -0.17 -0.95 -5.65
N 2.39 -0.89 1.78
C 0.04 0.42 4.13
C -1.07 -0.62 -4.85
C 2.04 -0.37 2.94
C 1.66 2.68 6.61
C -4.33 0.97 -5.79
C 1.69 2.07 5.27
C -3.47 0.30 -4.80
C 1.24 -0.73 0.98
C 0.55 2.20 7.29
C -3.66 0.96 -7.00
C 0.61 1.22 5.24
C -2.25 0.04 -5.43
C 0.21 -0.22 1.72
C 1.99 -2.65 -2.19
C 2.05 -2.13 -0.89
C 1.02 -2.13 -3.09
C 0.13 -0.73 -1.31
C 1.12 -1.20 -0.43
C 0.03 -1.21 -2.66
N 2.98 -0.38 3.95
N -0.09 1.27 6.46
N -2.43 0.36 -6.79
N 0.73 0.01 2.99
N -0.97 -0.66 -3.45
H 2.37 3.39 6.98
H -5.35 1.37 -5.60
H 2.36 2.27 4.45
H -3.78 0.08 -3.78
H 0.22 2.53 8.28
H -4.00 1.38 -7.95
H -0.82 -0.05 1.38
H 2.71 -3.41 -2.54
H 2.82 -2.52 -0.20
H 1.02 -2.54 -4.09
H -0.60 -0.01 -0.98
H 3.77 -0.97 3.76
H 2.74 -0.13 4.89
H -0.89 0.69 6.74
H -1.70 0.27 -7.49
H -1.75 -0.20 -2.99
*
```

Computed properties:
E_tot: -32998.540 eV
Energy relative to the best compared isomer or geometry (same formula, charge and spin): 2.87 kcal per mole
Maximum force: 3.1 eV Å⁻¹
Kohn-Sham gap: 0.2865 hartree



4.
# C6H9N

C6H9N as an isolated structure (ωB97M-V/def2-TZVPD, the Open Molecules 2025 dataset).

```
! wB97M-V def2-TZVPD RIJCOSX def2/J DEFGRID3
* xyz 0 1
C -0.85 1.70 -0.72
N -0.13 0.46 -0.93
C 1.16 0.18 -0.33
C 1.01 -0.63 0.98
C -0.49 -0.75 1.19
C -0.58 -0.82 -0.37
C 0.91 -1.28 -0.38
H -1.03 1.99 0.33
H -1.82 1.62 -1.23
H -0.29 2.50 -1.21
H 2.07 0.71 -0.58
H 1.80 -0.71 1.72
H -1.01 0.07 1.71
H -0.76 -1.71 1.64
H -1.44 -1.31 -0.84
H 1.45 -2.02 -0.97
*
```

Computed properties:
E_tot: -7854.815 eV
Energy relative to the best compared isomer or geometry (same formula, charge and spin): 77.13 kcal per mole
Maximum force: 0.5 eV Å⁻¹
Kohn-Sham gap: 0.3469 hartree



5.
# C2H13N2O3

A 4-piece molecular cluster, C2H13N2O3 overall in a non-equilibrium geometry (ωB97M-V/def2-TZVPD, the Open Molecules 2025 dataset).

```
! wB97M-V def2-TZVPD RIJCOSX def2/J DEFGRID3
* xyz 1 1
C 1.02 0.11 0.60
C 1.29 -1.14 1.04
N 2.60 -1.49 1.27
N -0.30 0.59 0.27
H 1.86 0.73 0.31
H 0.56 -1.81 1.46
H 2.90 -2.38 1.60
H 3.30 -0.83 0.99
H -0.53 0.30 -0.71
H -0.35 1.59 0.47
H -1.08 0.14 0.77
H -0.74 4.27 0.76
H -2.04 4.07 0.03
O -1.36 3.58 0.53
H -0.50 0.41 -3.09
H -1.78 -0.38 -2.69
O -0.89 -0.15 -2.40
H -2.02 -2.72 -0.11
H -0.83 -2.56 -1.00
O -1.12 -2.34 -0.10
*
```

Computed properties:
E_tot: -11401.349 eV
Energy relative to the best compared isomer or geometry (same formula, charge and spin): 22.96 kcal per mole
Maximum force: 1.6 eV Å⁻¹
Kohn-Sham gap: 0.3323 hartree